Record 1
13
Properties=species:S:1:pos:R:3 method="wB97M-V/def2-TZVPD" homo_ev=-9.633
C 0.287 -0.339 -1.533
C 0.607 -0.683 -0.093
C 0.216 0.322 0.837
O 0.642 0.069 2.158
O -0.649 1.179 0.657
N -1.074 -0.573 -1.962
H 0.400 0.742 -1.552
H 0.968 -0.799 -2.249
H 1.234 -1.536 0.123
H 1.359 0.401 0.196
H 0.150 0.748 2.639
H -1.395 -1.525 -1.826
H -1.716 0.026 -1.454

=====

Record 2
13
Properties=species:S:1:pos:R:3 method="wB97M-V/def2-TZVPD" homo_ev="-7.033 / -8.008"
C -0.640 0.559 1.168
C 0.340 0.244 2.189
C -0.888 -0.003 -1.691
N 0.356 0.015 -0.997
O -1.727 0.964 0.987
O 1.006 1.236 -1.290
H 0.138 0.727 3.149
H 1.341 0.496 1.834
H 0.309 -0.843 2.314
H -1.683 0.539 -1.140
H -0.805 0.467 -2.674
H -1.196 -1.042 -1.791
H 1.862 1.172 -0.848

=====

Record 3
13
Properties=species:S:1:pos:R:3 method="wB97M-V/def2-TZVPD" homo_ev=-9.150 smiles="CO/C=N/OC"
C 0.478 -2.225 -0.961
O 0.318 -1.732 0.336
C -0.017 -0.432 0.436
N -0.164 0.256 -0.608
O -0.430 1.604 -0.541
C -0.394 2.263 0.700
H 0.617 -3.318 -0.852
H -0.393 -2.019 -1.545
H 1.312 -1.731 -1.477
H -0.048 -0.084 1.467
H -1.259 1.957 1.319
H 0.557 2.145 1.255
H -0.576 3.316 0.472

=====

Record 4
13
Properties=species:S:1:pos:R:3 method="wB97M-V/def2-TZVPD" homo_ev=-7.937
C -0.250 1.022 -1.876
N 0.132 -0.196 -1.177
C -0.288 -0.550 0.054
O -1.087 0.274 0.646
C -0.037 -0.495 1.928
O 1.306 -0.742 2.039
H -0.967 0.822 -2.681
H -0.714 1.693 -1.151
H 0.636 1.503 -2.302
H 0.690 -0.872 -1.674
H -0.701 -1.322 2.152
H -0.210 0.394 2.532
H 1.490 -1.532 1.508

=====

Record 5
13
Properties=species:S:1:pos:R:3 method="wB97M-V/def2-TZVPD" homo_ev=-8.973
C -0.032 -1.929 0.710
N 0.055 -0.705 -0.061
C 0.143 0.511 0.506
O 0.127 0.836 1.667
C -0.209 1.815 -0.841
O 0.444 1.438 -1.944
H 0.771 -2.618 0.435
H 0.067 -1.658 1.763
H -0.999 -2.418 0.556
H 0.076 -0.720 -1.077
H 0.081 2.739 -0.310
H -1.298 1.636 -0.763
H 0.772 1.072 -0.639

=====

Record 6
13
Properties=species:S:1:pos:R:3 method="wB97M-V/def2-TZVPD" homo_ev=-8.098
O -2.711 1.637 -0.123
C -2.376 0.520 0.155
C 1.994 0.511 0.487
N 1.338 1.199 -0.410
C 2.013 -0.867 0.708
O -1.764 -1.035 -1.326
H -1.292 0.255 0.256
H 0.581 0.589 -0.763
H -3.114 -0.195 0.504
H 2.737 1.108 1.030
H 2.839 -1.192 1.325
H 1.181 -1.484 0.391
H -1.427 -1.044 -2.235

=====

Record 7
13
Properties=species:S:1:pos:R:3 method="wB97M-V/def2-TZVPD" homo_ev=-10.428 smiles="CCOC(N)=O"
C 1.349 -0.279 1.027
C 0.892 1.016 0.380
O 0.184 0.736 -0.837
C -1.087 0.310 -0.669
N -1.594 -0.130 -1.863
O -1.695 0.330 0.380
H 1.986 -0.847 0.341
H 0.481 -0.891 1.287
H 1.913 -0.079 1.943
H 0.245 1.588 1.049
H 1.739 1.634 0.072
H -2.421 -0.701 -1.780
H -0.929 -0.390 -2.575

=====

Record 8
13
Properties=species:S:1:pos:R:3 method="wB97M-V/def2-TZVPD" homo_ev=-9.173 smiles="NCCOC=O"
N 1.835 0.009 -0.659
C 0.707 -0.827 -0.779
C -0.666 -0.278 -0.376
O -0.797 -0.169 1.138
C -1.404 0.888 1.600
O -1.811 1.794 0.951
H 2.342 0.141 0.231
H 1.830 0.809 -1.144
H 0.726 -1.117 -1.947
H 0.848 -1.621 -0.095
H -0.818 0.672 -0.809
H -1.313 -1.093 -0.752
H -1.479 0.792 2.641

=====

Record 9
13
Properties=species:S:1:pos:R:3 method="wB97M-V/def2-TZVPD" homo_ev=-9.977
C 0.442 1.453 1.195
C -0.781 1.197 0.418
O 0.549 -0.067 -1.595
C 0.049 -0.918 -0.874
O -0.611 -0.620 0.257
N 0.094 -2.254 -1.216
H 1.291 1.868 0.650
H 0.499 0.352 1.142
H 0.357 1.760 2.239
H -1.728 1.259 0.949
H -0.766 1.438 -0.633
H -0.097 -2.977 -0.543
H 0.703 -2.490 -1.990

=====

Record 10
13
Properties=species:S:1:pos:R:3 method="wB97M-V/def2-TZVPD" homo_ev=-7.750
C 2.066 0.145 -0.130
N 0.650 0.256 -0.422
C -0.309 -0.001 0.455
O -0.083 -0.222 1.713
C -1.708 -0.238 0.216
O -2.065 -0.593 -1.102
H 2.528 1.131 -0.010
H 2.175 -0.406 0.806
H 2.576 -0.394 -0.934
H 0.337 0.383 -1.374
H -2.313 0.569 0.644
H -1.197 -0.712 1.590
H -2.656 0.082 -1.453

=====

Record 11
13
Properties=species:S:1:pos:R:3 method="wB97M-V/def2-TZVPD" homo_ev=-8.788 smiles="CO/C=N/OC"
C -1.769 1.621 -0.682
O -0.985 0.587 -1.315
C -0.046 0.047 -0.543
N 0.217 0.490 0.624
O 1.154 -0.212 1.307
C 1.610 -1.517 0.934
H -2.282 2.131 -1.534
H -2.585 1.119 -0.139
H -1.008 2.209 -0.222
H 0.405 -0.869 -1.026
H 0.940 -2.027 0.252
H 2.561 -1.512 0.513
H 1.788 -2.067 1.830

=====

Record 12
13
Properties=species:S:1:pos:R:3 method="wB97M-V/def2-TZVPD" homo_ev=-7.237
C -0.418 2.155 0.855
N -1.489 2.695 0.797
C 1.312 -2.761 0.011
C 1.759 -1.445 -0.271
O 2.529 -0.739 0.375
O -2.276 1.094 -1.004
H 0.489 2.732 1.123
H -0.273 1.076 0.641
H -3.227 0.971 -1.046
H -2.037 1.875 -0.443
H 0.732 -3.269 -0.743
H 1.748 -3.342 0.814
H 1.151 -1.043 -1.107

=====

Record 13
13
Properties=species:S:1:pos:R:3 method="wB97M-V/def2-TZVPD" homo_ev=-9.979 smiles="CC=O.NC=O"
C -1.462 -1.372 -1.959
C -1.649 -0.061 -2.628
O -1.533 0.057 -3.826
H -1.538 -2.152 -2.715
H -0.600 -1.315 -1.300
H -2.369 -1.557 -1.361
H -1.633 0.848 -2.002
N 2.444 1.248 2.681
C 1.332 0.473 2.788
O 0.446 0.735 3.569
H 3.114 1.013 1.985
H 2.281 2.222 2.882
H 1.168 -0.141 1.885

=====

Record 14
13
Properties=species:S:1:pos:R:3 method="wB97M-V/def2-TZVPD" homo_ev=-10.065 smiles="C=NOCOC"
C 1.446 0.042 2.070
N 1.187 0.238 0.840
O 0.392 -0.752 0.291
C 0.175 -0.408 -1.058
O -0.724 0.634 -1.204
C -2.054 0.337 -0.796
H 1.040 -0.759 2.672
H 2.096 0.773 2.560
H -0.182 -1.329 -1.498
H 1.145 -0.102 -1.466
H -2.456 -0.542 -1.299
H -2.082 0.180 0.260
H -2.616 1.235 -1.095

=====

Record 15
13
Properties=species:S:1:pos:R:3 method="wB97M-V/def2-TZVPD" homo_ev=-9.883
C -1.505 -0.151 1.529
N -0.756 0.212 0.358
C 0.457 -0.067 0.237
O 1.492 -0.691 0.768
C 1.506 0.044 -0.719
O 1.589 -0.720 -1.811
H -2.358 -0.762 1.218
H -0.914 -0.694 2.273
H -1.900 0.768 1.973
H 2.209 0.871 -0.744
H 0.791 -1.265 -1.884
H -0.484 1.327 -1.225
H 0.032 1.525 -1.732

=====

Record 16
13
Properties=species:S:1:pos:R:3 method="wB97M-V/def2-TZVPD" homo_ev=-9.598 smiles="[H]/N=C/OCCO"
H -2.115 -0.560 -1.163
N -1.204 -0.166 -0.982
C -1.209 0.979 -0.430
O -0.156 1.499 0.177
C 0.986 0.624 0.279
C 0.685 -0.827 0.776
O 0.830 -1.651 -0.345
H -2.055 1.661 -0.374
H 1.704 1.181 0.886
H 1.411 0.535 -0.730
H -0.337 -0.997 1.202
H 1.380 -1.067 1.589
H 0.080 -1.211 -0.886

=====

Record 17
14
Properties=species:S:1:pos:R:3 method="wB97M-V/def2-TZVPD" homo_ev=-8.642 smiles=O[C@@H]1NCCSO1
O -0.467 0.734 -2.569
C -0.915 0.099 -1.470
N -0.524 0.817 -0.084
C -0.092 0.298 1.237
C 1.162 -0.752 1.450
S 0.984 -1.396 -0.443
O -0.502 -1.244 -1.087
H 0.392 1.080 -2.393
H -2.083 0.034 -1.598
H 0.048 1.581 -0.498
H -1.010 -0.428 1.579
H -0.108 1.052 2.089
H 2.120 -0.308 1.586
H 0.995 -1.566 2.201

=====

Record 18
15
Properties=species:S:1:pos:R:3 method="wB97M-V/def2-TZVPD" homo_ev="-8.473 / -8.467"
C 0.254 0.182 0.822
C 1.199 -0.166 -0.320
C -1.270 0.481 -0.830
N -1.078 -0.219 0.405
O -0.556 -2.758 -1.219
O 1.018 2.078 -1.700
S -0.505 -2.994 -2.689
S 0.475 0.677 -1.730
H 0.332 -0.372 1.788
H 0.326 1.277 1.085
H 2.260 0.082 -0.025
H 1.287 -1.173 -0.595
H -1.900 0.097 -1.600
H -1.581 1.473 -0.774
H -1.242 -1.210 0.335

=====

Record 19
14
Properties=species:S:1:pos:R:3 method="wB97M-V/def2-TZVPD" total_charge=-1 homo_ev="0.080 / -3.084" spin_multiplicity=2
C -1.717 -2.328 0.921
N -0.828 -1.964 -0.035
C -0.860 -0.646 -0.692
C 0.581 -0.277 -0.950
O 1.418 0.411 -0.294
O -2.662 -1.591 1.197
H -1.625 -3.357 1.381
H -0.153 -2.674 -0.261
H -1.294 -0.640 -1.707
H -1.496 0.085 -0.204
H 1.062 -1.146 -1.531
H 3.664 5.784 0.072
H 2.926 4.807 0.827
O 3.160 4.979 -0.092

=====

Record 20
14
Properties=species:S:1:pos:R:3 method="wB97M-V/def2-TZVPD" homo_ev=-9.965
C -1.450 -0.210 -0.531
C 0.732 0.961 -0.176
C -0.340 -0.065 0.430
N -0.479 0.266 1.702
O 0.340 0.081 2.555
O 1.053 0.547 -1.473
O 0.754 -1.611 -0.110
H -2.372 -0.021 0.039
H -1.370 -1.241 -0.657
H -1.374 0.427 -1.435
H 1.569 0.999 0.543
H 0.546 1.986 -0.137
H 1.173 -0.379 -1.392
H 1.218 -1.738 0.643

=====

Calculated energy relative to the best compared isomer or geometry (same formula, charge and spin) (eV), listed in the same order as above: 3.1313 5.4794 3.7597 4.9180 5.0489 9.1437 0.1464 2.0134 2.1828 3.6928 4.3425 8.6674 1.7871 3.5887 4.2118 2.1204 4.4149 4.1195 1.8094 6.8722
Calculated E_tot (Ha), listed in the same order as above: -323.6659 -323.5796 -323.6428 -323.6002 -323.5954 -323.4449 -323.7756 -323.7070 -323.7007 -323.6453 -323.6214 -323.4624 -323.7153 -323.6491 -323.6262 -323.7030 -721.8004 -1119.9889 -398.9307 -398.7851